# C35H86CrN5O13

A structure of composition C35H86CrN5O13 in a non-equilibrium geometry (ωB97M-V with the def2-TZVPD basis set, the Open Molecules 2025 dataset).

```
140
Properties=species:S:1:pos:R:3:mulliken_spin:R:1
Cr 2.36 0.14 -1.70 4.024
C -1.23 -1.48 -0.29 -0.002
C 0.11 -0.83 -0.58 -0.064
O 1.21 -1.44 -0.28 -0.004
O 0.22 0.22 -1.28 -0.017
H -1.37 -2.37 -0.91 0.001
H -2.07 -0.83 -0.51 0.000
H -1.20 -1.80 0.75 0.001
C 0.67 -4.38 1.47 -0.001
C 1.40 -4.94 0.31 -0.002
C 0.54 -4.86 -1.05 -0.001
O 2.55 -4.30 0.08 0.000
H 0.02 -3.55 1.22 0.007
H 1.41 -4.11 2.23 0.000
H 0.05 -5.16 1.93 0.000
H 1.58 -6.01 0.38 0.000
H 0.38 -3.79 -1.21 0.002
H -0.42 -5.37 -1.01 0.000
H 1.00 -5.25 -1.96 0.000
H 2.23 -3.43 -0.17 0.000
C 3.82 4.28 3.97 0.000
O 3.88 2.93 4.45 0.000
C 5.13 2.67 5.17 0.000
C 4.97 1.30 5.87 0.000
N 4.30 0.25 5.05 0.000
C 3.51 -0.64 5.87 0.000
C 2.70 -1.73 5.11 0.000
O 1.53 -1.09 4.57 0.000
C 0.79 -1.85 3.64 0.001
H 2.79 4.64 3.91 0.000
H 4.13 4.31 2.92 0.000
H 4.35 5.03 4.56 0.000
H 5.43 3.44 5.88 0.000
H 5.90 2.66 4.39 0.000
H 4.35 1.49 6.74 0.000
H 5.89 0.85 6.22 0.000
H 3.71 0.78 4.42 0.000
H 2.81 -0.03 6.44 0.000
H 4.15 -1.25 6.52 0.000
H 2.45 -2.49 5.85 0.000
H 3.36 -2.10 4.33 0.000
H -0.22 -1.45 3.55 0.000
H 0.69 -2.87 4.03 0.000
H 1.28 -1.83 2.67 0.001
C -1.65 2.69 -0.41 0.000
O -2.38 3.86 -0.10 0.000
C -2.72 3.92 1.27 0.000
C -3.82 4.95 1.54 0.000
N -3.24 6.30 1.44 0.000
C -4.16 7.45 1.53 0.000
C -3.44 8.81 1.60 0.000
O -2.86 9.10 0.32 0.000
C -2.36 10.47 0.24 0.000
H -1.29 2.75 -1.43 0.000
H -2.28 1.81 -0.48 0.000
H -0.80 2.50 0.24 0.000
H -1.88 4.07 1.95 0.000
H -3.15 2.96 1.52 0.000
H -4.15 4.78 2.56 0.000
H -4.66 4.87 0.84 0.000
H -2.83 6.47 0.54 0.000
H -4.78 7.26 2.40 0.000
H -4.94 7.56 0.78 0.000
H -2.65 8.73 2.35 0.000
H -4.18 9.52 1.98 0.000
H -1.68 10.48 -0.62 0.000
H -1.83 10.67 1.16 0.000
H -3.12 11.25 0.17 0.000
C 0.90 2.97 -7.82 0.000
O 1.52 1.98 -8.56 0.000
C 1.70 0.67 -7.85 0.001
C 0.38 0.09 -7.24 0.000
N -0.14 0.66 -6.00 0.003
C -1.41 0.03 -5.65 0.002
C -1.93 0.46 -4.31 0.002
O -3.27 -0.07 -4.35 0.000
C -3.90 -0.12 -3.10 0.000
H 1.28 3.12 -6.81 0.000
H -0.18 2.86 -7.77 0.000
H 1.03 3.90 -8.36 0.000
H 2.44 0.74 -7.05 -0.001
H 2.20 -0.09 -8.45 0.000
H 0.44 -1.00 -7.16 -0.001
H -0.33 0.34 -8.03 0.000
H 0.56 0.58 -5.28 0.009
H -1.31 -1.06 -5.63 0.000
H -2.07 0.28 -6.47 0.000
H -1.95 1.54 -4.18 0.000
H -1.29 -0.02 -3.57 0.005
H -3.60 -1.00 -2.53 0.000
H -4.99 -0.21 -3.16 0.000
H -3.74 0.74 -2.46 0.000
C 1.57 -2.45 -3.56 0.031
O 2.59 -1.74 -2.84 -0.004
C 3.87 -2.34 -2.84 0.012
C 4.78 -1.11 -2.59 -0.011
N 4.42 -0.19 -1.52 0.012
C 4.55 -0.91 -0.21 0.052
C 4.03 0.02 0.92 -0.017
O 2.98 0.84 0.35 -0.011
C 2.37 1.70 1.36 0.000
H 1.78 -3.47 -3.24 0.003
H 1.63 -2.48 -4.65 0.006
H 0.55 -2.10 -3.40 -0.019
H 4.11 -2.96 -3.71 0.003
H 4.02 -3.05 -2.02 -0.008
H 4.71 -0.61 -3.56 -0.007
H 5.79 -1.49 -2.48 0.009
H 5.07 0.57 -1.51 0.007
H 5.56 -1.28 -0.08 0.011
H 3.87 -1.76 -0.22 -0.027
H 4.85 0.55 1.41 -0.002
H 3.56 -0.61 1.68 -0.004
H 3.11 2.40 1.73 0.002
H 2.01 1.21 2.26 0.001
H 1.63 2.31 0.84 -0.008
C -3.44 -6.68 -1.47 0.000
O -4.63 -6.73 -0.77 0.000
C -4.48 -6.97 0.65 0.000
C -3.49 -6.13 1.44 0.000
N -3.95 -4.76 1.39 0.000
C -3.09 -3.90 2.14 0.000
C -3.72 -2.55 2.56 0.000
O -2.85 -1.80 3.40 0.000
C -3.18 -0.42 3.50 0.000
H -2.97 -7.66 -1.36 0.000
H -2.84 -5.82 -1.17 0.000
H -3.76 -6.55 -2.50 0.000
H -4.22 -8.01 0.85 0.000
H -5.53 -6.92 0.96 0.000
H -2.48 -6.13 1.02 0.000
H -3.35 -6.57 2.43 0.000
H -4.85 -4.88 1.83 0.000
H -2.24 -3.77 1.47 0.000
H -2.59 -4.41 2.97 0.000
H -4.70 -2.67 3.01 0.000
H -3.92 -1.94 1.68 0.000
H -4.17 -0.28 3.95 0.000
H -3.08 0.09 2.54 0.000
H -2.51 0.05 4.22 0.000
```

Results
Highest occupied orbital energy (spin up / spin down), eV: -10.24 / -10.24
E, eV: -100165.546
Lowest unoccupied orbital energy (spin up / spin down), eV: -3.481 / -3.494
Spin multiplicity: 5
Charge: +1
ΔE to the lowest compared entry with this formula, charge and spin, kcal per mole: 52.0
Kohn-Sham gap (spin up / spin down), eV: 6.8 / 6.7

=====

# C3H5ClP2

An isolated molecule of C3H5ClP2 in a non-equilibrium geometry (ωB97M-V with the def2-TZVPD basis set, the Open Molecules 2025 dataset).

```
11
Properties=species:S:1:pos:R:3:nbo_charge:R:1
C -0.44 -0.24 -0.72 -0.370
C 1.80 0.63 1.63 -0.791
C -0.41 -1.42 -0.03 -0.533
P 0.31 0.19 2.35 0.408
P 0.50 -1.79 1.48 0.513
Cl -1.01 -2.89 2.27 -0.290
H -1.07 0.01 -1.58 0.206
H 0.01 0.72 -0.46 0.205
H 2.12 1.59 1.81 0.220
H 2.27 -0.25 1.23 0.215
H -0.96 -2.25 -0.26 0.218
```

Results
Highest occupied orbital energy, eV: -8.77
E, eV: -34289.996
Lowest unoccupied orbital energy, eV: -0.278
SMILES string: C=CP(Cl)#P=C
ΔE to the lowest compared entry with this formula, charge and spin, kcal per mole: 21.4
Kohn-Sham gap, eV: 8.5